(1)
Below is a molecular structure, C11H30ClI2LaN2P2S, with properties calculated with the ωB97M-V functional and the def2-TZVPD basis.

Last column: Löwdin charge in e.
CARTESIAN COORDINATES (ANGSTROEM)
I1 0.55 -2.45 1.22  0.421
I2 -0.81 2.46 -1.03  0.437
La1 0.11 -0.01 -0.08  -0.190
P1 1.52 1.13 1.55  0.653
C1 0.71 1.59 3.09  -0.199
C2 2.94 0.11 1.99  -0.248
H1 3.66 0.76 2.50  0.084
H2 3.04 2.94 1.53  0.085
H3 3.38 -0.31 1.08  0.050
H4 2.62 2.42 -0.14  0.051
H5 0.32 0.70 3.59  0.041
H6 2.63 -0.71 2.64  0.032
C3 2.24 2.63 0.86  -0.243
H7 1.43 2.09 3.74  0.092
H8 1.48 3.41 0.78  0.033
H9 -0.13 2.27 2.89  0.071
P2 -1.14 -1.17 -1.82  0.653
C4 -2.87 -1.50 -1.44  -0.198
C5 -1.11 -0.25 -3.37  -0.245
H10 0.70 -2.62 -2.31  0.050
H11 -0.80 -3.09 -3.17  0.085
H12 -0.58 -3.48 -1.43  0.032
C6 -0.38 -2.75 -2.22  -0.246
H13 -0.09 0.08 -3.57  0.052
H14 -1.46 -0.92 -4.16  0.084
H15 -3.33 -2.02 -2.29  0.092
H16 -3.41 -0.56 -1.26  0.039
H17 -1.75 0.63 -3.31  0.034
H18 -2.94 -2.12 -0.54  0.072
Cl1 1.97 -0.11 -1.48  0.047
C7 -1.86 -0.93 4.08  -0.056
N1 -2.83 0.02 3.49  -0.181
C8 -3.64 0.73 4.50  -0.028
C9 -2.97 0.29 2.14  -0.768
S1 -1.76 0.17 1.27  0.579
N2 -4.17 0.65 1.57  -0.175
C10 -5.45 0.17 2.11  -0.027
C11 -4.34 1.48 0.36  -0.060
H19 -2.40 -1.73 4.63  0.113
H20 -1.18 -0.42 4.79  0.095
H21 -1.26 -1.42 3.30  -0.009
H22 -4.28 1.49 4.03  0.094
H23 -4.27 0.01 5.07  0.109
H24 -2.99 1.26 5.21  0.104
H25 -6.08 1.02 2.45  0.110
H26 -6.01 -0.40 1.35  0.105
H27 -5.29 -0.52 2.95  0.092
H28 -3.37 1.81 -0.04  -0.028
H29 -4.88 0.93 -0.44  0.096
H30 -4.92 2.39 0.60  0.113

## Properties
- HOMO-LUMO gap (alpha / beta) (hartree) = 0.1585 / 0.1459
- charge = +2

(2)
Below is a molecular structure, C11H30ClI2N2OP2Tm, with properties calculated with the ωB97M-V functional and the def2-TZVPD basis.

Last column: natural (NBO) charge in e.
CARTESIAN COORDINATES (ANGSTROEM)
I1 -0.32 -3.43 -5.10  0.014
I2 -2.75 -3.37 -4.47  0.039
Tm1 -0.12 -0.51 -0.89  2.071
P1 -0.29 1.86 -2.55  0.705
C1 0.24 3.52 -1.97  -0.931
C2 0.66 1.66 -4.09  -0.927
H1 0.52 2.56 -4.70  0.255
H2 -1.72 3.12 -4.05  0.250
H3 0.32 0.78 -4.63  0.260
H4 -2.34 1.47 -3.82  0.263
H5 1.28 3.44 -1.63  0.238
H6 1.72 1.54 -3.84  0.236
C3 -1.89 2.32 -3.32  -0.913
H7 0.16 4.23 -2.80  0.255
H8 -2.59 2.66 -2.55  0.243
H9 -0.40 3.82 -1.14  0.238
P2 -0.57 -3.14 -0.05  0.639
C4 -0.15 -3.56 1.70  -0.907
C5 -2.24 -3.86 -0.21  -0.906
H10 0.21 -4.25 -2.06  0.263
H11 0.12 -5.39 -0.65  0.263
H12 1.47 -4.21 -0.80  0.242
C6 0.41 -4.37 -0.99  -0.918
H13 -2.56 -3.80 -1.26  0.269
H14 -2.21 -4.91 0.13  0.258
H15 -0.40 -4.61 1.89  0.263
H16 -0.73 -2.92 2.37  0.244
H17 -2.93 -3.29 0.41  0.249
H18 0.91 -3.39 1.88  0.237
Cl1 -1.69 -0.73 -2.76  -0.658
C7 2.70 -0.21 1.52  -0.390
N1 1.92 0.74 2.36  -0.387
C8 2.57 1.20 3.58  -0.419
C9 0.67 1.01 1.99  0.827
O1 0.24 0.43 0.87  -0.957
N2 -0.19 1.88 2.53  -0.381
C10 -0.02 2.56 3.80  -0.427
C11 -1.51 2.02 1.91  -0.406
H19 3.68 -0.29 1.98  0.247
H20 2.82 0.22 0.50  0.202
H21 2.21 -1.18 1.48  0.203
H22 2.80 2.26 3.56  0.223
H23 2.01 0.95 4.48  0.230
H24 3.51 0.67 3.65  0.234
H25 -0.61 3.49 3.78  0.239
H26 -0.37 1.95 4.68  0.224
H27 1.03 2.83 3.99  0.229
H28 -1.41 2.44 0.89  0.215
H29 -2.05 1.05 1.86  0.215
H30 -2.11 2.74 2.53  0.247

## Properties
- multiplicity = 3
- ⟨S²⟩ = 2.00
- HOMO-LUMO gap (alpha / beta) (hartree) = 0.2340 / 0.2367
- charge = +2

(3)
Below is a molecular structure, C11H30ClI2N2P2SSn, with properties calculated with the ωB97M-V functional and the def2-TZVPD basis.

Last column: natural (NBO) charge in e.
CARTESIAN COORDINATES (ANGSTROEM)
I1 0.38 -1.90 0.46  0.195
I2 -0.46 1.46 1.60  0.273
Sn1 0.05 0.90 -3.33  1.475
P1 2.23 0.58 -0.59  0.931
C1 3.06 0.34 1.03  -0.935
C2 3.53 -0.27 -1.55  -0.940
H1 4.47 0.27 -1.40  0.260
H2 4.06 2.12 -0.78  0.264
H3 3.28 -0.28 -2.61  0.233
H4 2.69 2.69 -1.77  0.235
H5 3.02 -0.71 1.31  0.238
H6 3.60 -1.30 -1.21  0.258
C3 2.97 2.25 -0.81  -0.927
H7 4.09 0.69 0.94  0.268
H8 2.63 2.90 -0.01  0.254
H9 2.51 0.88 1.80  0.233
P2 -2.19 -0.27 -0.90  0.959
C4 -3.08 -0.89 0.58  -0.939
C5 -3.46 1.00 -1.28  -0.932
H10 -2.56 -1.40 -3.03  0.233
H11 -4.01 -1.40 -1.98  0.261
H12 -2.64 -2.51 -1.65  0.259
C6 -2.93 -1.53 -2.01  -0.940
H13 -3.22 1.54 -2.19  0.236
H14 -4.42 0.48 -1.41  0.266
H15 -4.13 -1.06 0.31  0.270
H16 -2.98 -0.18 1.40  0.235
H17 -3.52 1.72 -0.46  0.255
H18 -2.60 -1.80 0.93  0.238
Cl1 0.15 1.31 -5.59  -0.520
C7 0.48 -3.23 3.61  -0.432
N1 0.11 -2.32 4.71  -0.356
C8 0.76 -2.69 6.01  -0.433
C9 -0.10 -1.03 4.38  0.284
S1 -0.11 -0.67 2.76  0.121
N2 -0.36 -0.01 5.22  -0.355
C10 -1.10 -0.32 6.46  -0.423
C11 -0.65 1.31 4.69  -0.448
H19 0.77 -4.17 4.07  0.267
H20 1.36 -2.83 3.10  0.205
H21 -0.37 -3.38 2.94  0.223
H22 1.16 -1.79 6.52  0.238
H23 0.05 -3.22 6.67  0.250
H24 1.58 -3.41 5.79  0.246
H25 -0.63 0.25 7.28  0.250
H26 -2.15 -0.01 6.34  0.233
H27 -1.05 -1.41 6.66  0.232
H28 0.23 1.76 4.20  0.227
H29 -1.56 1.30 4.07  0.207
H30 -0.89 1.94 5.55  0.268

## Properties
- HOMO-LUMO gap (alpha / beta) (hartree) = 0.1707 / 0.1653
- charge = +3

(4)
Below is a molecular structure, C11H30F3O8SSn2, with properties calculated with the ωB97M-V functional and the def2-TZVPD basis.

Last column: natural (NBO) charge in e.
CARTESIAN COORDINATES (ANGSTROEM)
Sn1 -1.61 0.70 4.25  1.839
Sn2 -2.89 -1.44 -2.60  1.804
C1 1.95 -0.73 0.10  0.865
F1 2.72 0.12 0.75  -0.279
F2 2.22 -0.85 -1.19  -0.276
F3 2.05 -1.87 0.75  -0.280
S1 0.00 -0.14 0.41  2.235
O1 -0.33 -0.39 1.84  -1.049
O2 -0.12 1.32 0.16  -1.056
O3 -0.82 -0.95 -0.51  -1.043
C2 -1.72 -4.06 3.50  -0.643
C3 -0.84 -3.23 4.38  -0.071
O4 -1.70 -2.40 5.05  -0.782
H1 -1.23 -4.92 3.04  0.241
H2 -2.24 -3.57 2.67  0.192
H3 -2.55 -4.43 4.09  0.228
H4 -0.17 -2.54 3.85  0.158
H5 -0.17 -3.82 5.01  0.215
H6 -2.24 -2.85 5.71  0.514
C4 1.81 4.05 -1.07  -0.612
C5 0.56 4.41 -1.88  -0.110
O5 -0.36 3.39 -1.93  -0.252
H7 1.58 4.26 -0.03  0.235
H8 2.66 4.73 -1.18  0.315
H9 2.15 3.03 -1.22  0.263
H10 0.89 4.77 -2.85  0.269
H11 0.05 5.26 -1.41  0.345
H12 -0.60 3.09 -1.05  0.533
C6 1.02 -4.27 -1.74  -0.641
C7 -0.49 -4.48 -1.62  -0.071
O6 -1.12 -4.02 -2.84  -0.770
H13 1.15 -3.28 -2.18  0.199
H14 1.52 -5.03 -2.34  0.256
H15 1.57 -4.31 -0.80  0.244
H16 -0.88 -3.75 -0.91  0.145
H17 -0.89 -5.43 -1.26  0.220
H18 -1.69 -4.75 -3.10  0.509
C8 -0.38 5.11 3.52  -0.651
C9 0.16 4.14 2.42  -0.048
O7 -0.38 2.76 2.57  -0.844
H19 -0.25 4.68 4.51  0.224
H20 -1.47 5.20 3.49  0.229
H21 0.19 6.03 3.62  0.277
H22 1.25 4.15 2.39  0.202
H23 -0.21 4.42 1.44  0.146
H24 -0.12 2.22 1.82  0.512
C10 0.65 -0.90 -4.33  -0.666
C11 0.08 0.52 -4.49  -0.062
O8 -0.89 0.68 -3.43  -0.805
H25 1.12 -1.11 -3.37  0.217
H26 1.46 -1.18 -5.01  0.280
H27 -0.04 -1.73 -4.42  0.203
H28 -0.49 0.60 -5.42  0.213
H29 0.76 1.35 -4.31  0.194
H30 -0.67 1.42 -2.86  0.492

## Properties
- multiplicity = 2
- ⟨S²⟩ = 0.75
- HOMO-LUMO gap (alpha / beta) (hartree) = 0.2199 / 0.1422
- charge = +4

(5)
Below is a molecular structure, C11H30INNbO9P2, with properties calculated with the ωB97M-V functional and the def2-TZVPD basis.

Last column: natural (NBO) charge in e.
CARTESIAN COORDINATES (ANGSTROEM)
C1 -1.30 -0.61 -0.06  -0.706
C2 -1.28 -0.82 -1.55  0.366
C3 0.09 -0.53 -2.19  -0.683
N1 -2.23 -1.07 -2.34  -0.752
Nb1 -3.92 -2.16 -2.11  1.606
C4 -5.03 -0.14 -1.78  -1.000
C5 -4.36 0.99 -2.41  0.601
O1 -4.07 1.19 -3.53  -0.521
I1 -3.82 2.66 -0.95  -0.287
H1 -0.32 -0.84 0.35  0.209
H2 -1.51 0.44 0.14  0.245
H3 -2.04 -1.21 0.47  0.257
H4 0.32 -1.28 -2.94  0.229
H5 -0.05 0.41 -2.73  0.234
H6 0.88 -0.39 -1.46  0.198
H7 -4.32 -2.05 -3.91  -0.367
H8 -3.23 -3.85 -2.41  -0.373
H9 -3.80 -2.42 -0.27  -0.432
H10 -5.61 -2.82 -1.94  -0.335
H11 -6.07 -0.21 -2.08  0.271
H12 -5.01 0.00 -0.70  0.245
C6 4.99 -2.32 -0.19  -0.259
O2 4.70 -3.67 -0.61  -0.780
P1 3.21 -4.22 -0.34  2.538
O3 2.98 -4.21 1.11  -1.100
O4 3.55 -5.67 -0.95  -0.841
C7 4.31 -6.58 -0.16  -0.249
O5 1.82 -4.03 -1.07  -0.800
C8 1.25 -4.98 -1.98  -0.235
H13 5.86 -1.99 -0.75  0.190
H14 4.16 -1.65 -0.40  0.185
H15 5.22 -2.31 0.87  0.197
H16 4.21 -6.36 0.90  0.204
H17 5.37 -6.52 -0.45  0.174
H18 3.95 -7.58 -0.36  0.183
H19 1.00 -5.90 -1.46  0.194
H20 1.91 -5.18 -2.82  0.187
H21 0.33 -4.54 -2.36  0.213
C9 1.43 7.64 3.31  -0.258
O6 1.13 6.33 2.79  -0.778
P2 -0.37 5.78 3.00  2.536
O7 -0.61 5.69 4.45  -1.105
O8 -0.05 4.38 2.29  -0.838
C10 0.71 3.39 2.99  -0.249
O9 -1.76 6.03 2.29  -0.809
C11 -2.33 5.13 1.31  -0.241
H22 2.31 8.01 2.78  0.189
H23 0.61 8.34 3.15  0.181
H24 1.65 7.56 4.37  0.196
H25 0.61 3.51 4.07  0.201
H26 1.76 3.46 2.71  0.174
H27 0.33 2.42 2.70  0.193
H28 -2.57 4.18 1.77  0.206
H29 -1.67 4.99 0.46  0.201
H30 -3.25 5.60 0.96  0.198

## Properties
- HOMO-LUMO gap (hartree) = 0.2688
- charge = -1

(6)
Below is a molecular structure, C11H30O19PV, with properties calculated with the ωB97M-V functional and the def2-TZVPD basis.

Last column: natural (NBO) charge in e.
CARTESIAN COORDINATES (ANGSTROEM)
O1 0.24 0.82 -0.28  -0.760
V1 0.25 -0.77 -0.59  1.502
O2 0.49 -1.46 0.89  -0.609
P1 -1.78 -2.92 -1.56  2.460
O3 -3.24 -2.71 -1.17  -1.223
O4 -0.90 -1.74 -1.99  -1.107
O5 -1.48 -3.84 -2.76  -1.247
O6 -0.89 -3.76 -0.57  -1.226
C1 3.32 -1.08 -1.50  0.815
O7 3.62 -1.20 -2.79  -0.847
O8 3.86 -2.00 -0.80  -0.782
O9 2.06 -1.41 -1.57  -0.720
C2 1.03 2.24 -3.61  -0.082
C3 -0.04 3.29 -3.55  -0.063
O10 0.00 4.07 -2.38  -0.737
O11 1.03 1.92 -4.96  -0.751
H1 0.75 1.46 -2.90  0.244
H2 1.98 2.74 -3.40  0.137
H3 -1.00 2.77 -3.54  0.164
H4 -0.02 4.05 -4.33  0.121
H5 -0.87 4.46 -2.27  0.449
H6 1.62 1.17 -5.11  0.491
C4 -0.87 -6.39 3.41  -0.129
C5 -0.28 -5.90 2.12  -0.084
O12 0.00 -4.48 2.07  -0.707
O13 -2.28 -5.96 3.46  -0.730
H7 -0.43 -5.98 4.32  0.154
H8 -0.78 -7.48 3.41  0.128
H9 -0.64 -6.35 1.19  0.205
H10 0.66 -6.45 2.06  0.118
H11 0.50 -4.27 1.27  0.533
H12 -2.66 -6.57 4.09  0.416
C6 4.26 3.21 1.07  -0.104
C7 2.79 3.21 0.62  -0.091
O14 2.78 2.98 -0.74  -0.674
O15 5.11 3.95 0.19  -0.766
H13 4.61 2.18 0.98  0.180
H14 4.38 3.40 2.13  0.151
H15 2.34 4.12 1.01  0.129
H16 2.25 2.44 1.17  0.217
H17 2.86 3.84 -1.17  0.456
H18 5.05 3.51 -0.66  0.482
C8 -3.87 0.42 -2.09  -0.078
C9 -3.28 0.59 -0.65  -0.081
O16 -2.23 -0.23 -0.21  -0.731
O17 -4.53 -0.75 -2.40  -0.788
H19 -3.04 0.58 -2.79  0.155
H20 -4.59 1.20 -2.36  0.123
H21 -4.05 0.55 0.11  0.136
H22 -2.74 1.55 -0.65  0.152
H23 -2.54 -1.09 -0.54  0.510
H24 -4.00 -1.52 -2.17  0.528
C10 0.09 1.44 3.73  -0.094
C11 -0.61 2.24 2.57  -0.082
O18 -2.02 2.18 2.41  -0.744
O19 -0.50 1.78 4.94  -0.743
H25 1.13 1.78 3.64  0.150
H26 0.07 0.37 3.51  0.214
H27 -0.25 2.26 1.55  0.243
H28 -0.51 3.29 2.87  0.100
H29 -2.32 2.65 1.63  0.469
H30 0.10 1.60 5.66  0.448

## Properties
- HOMO-LUMO gap (hartree) = 0.0492
- charge = -4

> Number 5 is which compound?

C11H30INNbO9P2

> Among the records above, which one has the highest charge?

C11H30F3O8SSn2